The following is a quantum chemistry calculation of one molecule with the formula C4H8O, from OMol25.

Positions of all 13 atoms, in Å:
C (-1.30176, -0.31248, -0.02185)
C (0.21643, -0.34055, -0.15179)
H (0.54844, -1.11557, -0.84056)
C (1.05389, 0.90988, -0.08159)
H (1.99424, -0.70803, 1.13502)
H (-1.66194, 0.72712, 0.08830)
H (0.54258, 1.85165, 0.11268)
H (-1.62563, -0.86518, 0.86967)
O (-1.93306, -0.96043, -1.11448)
H (-1.71716, -0.46932, -1.91847)
H (1.92327, 1.00077, -0.72844)
C (1.10281, -0.09493, 1.03388)
H (0.62827, 0.16296, 1.97853)

**Energy above the lowest of the compared OMol25 structures with the same formula, charge and spin**: 113.8 kJ/mol
**HOMO energy**: -10.11 eV
**Charge**: 0
**Frontier orbital gap**: 11.200 eV
**SMILES**: OCC1CC1

Here are the Mulliken charges for atoms 1 to 8, given in e:
1. C -0.57
2. C 0.10
3. H 0.39
4. C -0.61
5. H 0.25
6. H 0.27
7. H 0.23
8. H 0.28


The following is a quantum chemistry calculation of C13H23F5IrNOPTe as an isolated structure at a distorted geometry, from OMol25.

Positions of all 46 atoms, in Å:
Ir (0.66140, 0.26490, 0.77809)
F (1.13874, -3.18474, 3.32857)
O (1.48228, -1.50584, 1.23966)
H (-1.98964, -1.20554, 2.33015)
H (2.14825, 0.05251, -0.87231)
H (0.92146, -1.19995, -3.41712)
H (-1.42756, 3.20090, 0.92367)
H (-0.62925, 0.54979, 4.11754)
H (-0.96352, -2.47856, -3.31252)
H (0.98991, 1.68076, 0.06416)
C (-2.49856, -2.33837, -1.78168)
F (4.01840, -1.06730, 2.00262)
H (-2.98809, 2.50755, 1.43219)
C (-1.88659, -1.05107, 0.17317)
C (2.08330, 2.51559, -2.38991)
F (3.74541, -2.92688, 3.89364)
H (1.69759, -1.98501, -2.04549)
C (-0.14950, 1.60678, -2.53696)
C (-2.21669, -0.49466, 1.52165)
C (1.03589, -1.14614, -2.32190)
H (-0.68762, 0.69584, -2.81356)
H (-3.22993, -2.91486, -2.34735)
H (-0.77153, 2.29428, 3.78029)
H (-2.25150, 1.30013, 3.95216)
H (1.69079, 3.09865, -3.23199)
H (-3.76197, -2.05007, -0.04048)
H (3.10705, 2.18666, -2.60092)
H (-3.26430, -0.19012, 1.62320)
H (0.78356, 0.56887, 2.39324)
H (-0.14039, 2.30834, -3.38583)
N (1.22100, 1.37896, -2.16837)
C (-0.63009, -0.79710, -0.39098)
C (-1.24494, -2.08825, -2.33122)
F (3.02429, -3.57189, 1.46587)
C (-2.03948, 2.29584, 0.93324)
Te (2.56440, -2.14065, 2.62511)
P (-1.14115, 1.00011, 1.81976)
C (-0.29489, -1.31993, -1.65180)
C (1.84021, 0.11693, -1.95824)
F (2.11165, -0.82233, 3.95706)
H (-0.69149, 2.10055, -1.70997)
H (-2.24782, 1.99207, -0.09614)
C (-1.21633, 1.31162, 3.59131)
H (2.10803, 3.17051, -1.50535)
H (2.79337, 0.12293, -2.51976)
C (-2.80415, -1.84181, -0.51651)

**Energy above the lowest of the compared OMol25 structures with the same formula, charge and spin**: 0.0 kJ/mol
**HOMO energy (spin up / spin down)**: -13.87 / -16.75 eV
**Spin multiplicity**: 6
**Charge**: +2
**Frontier orbital gap (spin up / spin down)**: 6.881 / 5.599 eV

Here are the Mulliken charges for atoms 1 to 8, given in e:
1. Ir 1.28
2. F -0.39
3. O -0.90
4. H 0.44
5. H 0.41
6. H 0.51
7. H 0.41
8. H 0.44


The following is a quantum chemistry calculation of CH18Na4O16S as an isolated structure at a distorted geometry, from OMol25.

Positions of all 40 atoms, in Å:
H (-12.71641, -3.86827, 12.49206)
S (-13.20983, -5.46174, 9.04174)
Na (-10.63048, -3.83819, 9.34291)
H (-11.78497, -6.56123, 14.92036)
O (-10.13943, -9.68852, 11.17557)
H (-9.83846, -3.43550, 11.96099)
O (-13.57842, -3.83743, 12.07705)
H (-10.17429, -8.32226, 13.44697)
O (-9.32940, -7.60730, 8.06780)
O (-9.16251, -3.00545, 11.43718)
O (-10.15093, -5.79973, 10.71660)
H (-10.32696, -8.81822, 11.52719)
H (-9.30201, -7.68142, 7.11386)
O (-12.73086, -8.52630, 14.00093)
Na (-11.43702, -7.77167, 9.59362)
H (-7.75985, -8.10799, 11.69105)
O (-10.33114, -5.27521, 12.82013)
Na (-7.60066, -4.66600, 10.54661)
H (-9.17534, -2.09428, 11.73015)
O (-12.99798, -4.10006, 9.49433)
O (-9.94008, -9.03772, 14.03815)
H (-10.99308, -10.02760, 10.90624)
H (-11.83044, -5.57217, 13.77511)
O (-13.40183, -6.35562, 10.13547)
O (-8.73755, -5.12948, 15.13801)
O (-7.72159, -7.53680, 10.92390)
Na (-13.50783, -6.64392, 12.41978)
C (-10.38505, -6.10462, 11.87659)
H (-9.39050, -6.66658, 8.23376)
O (-10.74883, -7.24160, 12.16534)
H (-11.89148, -8.86121, 13.68549)
O (-14.38135, -5.58200, 8.17564)
H (-13.41474, -4.07956, 11.16556)
O (-12.35426, -5.91820, 14.49769)
H (-9.04308, -9.26641, 13.79460)
H (-9.35203, -4.94992, 14.42639)
O (-11.97085, -5.78806, 8.35786)
H (-8.26392, -5.91149, 14.85452)
H (-8.63431, -7.30637, 10.75051)
H (-12.62458, -8.46835, 14.95045)

**HOMO energy (spin up / spin down)**: -12.15 / -12.14 eV
**Spin multiplicity**: 2
**Charge**: +1
**Frontier orbital gap (spin up / spin down)**: 7.661 / 4.352 eV

Here are the Mulliken charges for atoms 1 to 8, given in e:
1. H 0.31
2. S 1.54
3. Na 0.97
4. H 0.36
5. O -0.64
6. H 0.30
7. O -0.68
8. H 0.43


The following is a quantum chemistry calculation of a 6-piece molecular cluster, C3H17NO5 overall at a distorted geometry, from OMol25.

Positions of all 26 atoms, in Å:
H (-2.86647, -1.41490, 1.72170)
N (-2.39538, -0.58603, 1.38544)
H (3.03587, -0.10371, 1.14366)
O (-0.03280, 0.97609, -2.58349)
H (0.13816, -2.66423, -1.77663)
H (0.67889, 1.63217, 1.51392)
H (0.53529, -3.40327, -0.29974)
H (-3.05968, 0.10285, 1.06607)
O (2.27114, -0.52769, 0.73113)
H (-0.76437, 0.40827, -2.32209)
H (-0.72252, 3.43428, -0.04697)
C (0.13591, -2.46841, -0.69732)
H (-1.88422, -2.85976, 0.16797)
C (-1.41672, -0.86973, 0.39685)
O (-1.02249, 2.91035, 0.70302)
H (-0.36925, 1.72250, -3.08556)
O (2.56194, 1.10893, -1.50631)
H (2.57220, 0.32557, -0.92689)
O (1.15002, 1.34746, 2.30571)
C (-1.17198, -2.08311, -0.09326)
H (1.58722, -0.16741, 1.32981)
H (2.09303, 0.78018, -2.27963)
H (0.86507, -1.69575, -0.52850)
H (-0.83543, 0.00813, 0.17461)
H (0.72822, 1.62905, 3.11729)
H (-1.81165, 2.45815, 0.38922)

**Energy above the lowest of the compared OMol25 structures with the same formula, charge and spin**: 79.1 kJ/mol
**HOMO energy**: -8.49 eV
**Charge**: 0
**Frontier orbital gap**: 8.645 eV
**SMILES**: C/C=C/N.O.O.O.O.O

Here are the Mulliken charges for atoms 1 to 8, given in e:
1. H 0.22
2. N -0.53
3. H 0.32
4. O -0.55
5. H 0.29
6. H 0.36
7. H 0.36
8. H 0.21


The following is a quantum chemistry calculation of C3H5NO2 as an isolated structure at a distorted geometry, from OMol25.

Positions of all 11 atoms, in Å:
O (2.94709, -0.63790, 0.60081)
H (-1.65406, -0.45258, 0.77207)
H (1.03342, -1.76784, -0.47565)
C (-0.25493, -0.31840, -0.93598)
H (1.75113, 0.99458, 0.34227)
O (-0.50068, 0.95720, -0.58782)
H (-2.55329, 0.31147, -0.56167)
H (-1.84988, 1.30798, 0.80556)
C (1.93595, -0.08297, 0.24956)
N (0.88401, -0.77522, -0.35700)
C (-1.73876, 0.46367, 0.14785)

**Energy above the lowest of the compared OMol25 structures with the same formula, charge and spin**: 365.5 kJ/mol
**HOMO energy**: -8.72 eV
**Charge**: 0
**Frontier orbital gap**: 9.262 eV

Here are the Mulliken charges for atoms 1 to 8, given in e:
1. O -0.50
2. H 0.34
3. H 0.22
4. C -0.25
5. H 0.35
6. O -0.19
7. H 0.28
8. H 0.25


The following is a quantum chemistry calculation of C15H15ClF7NO7SSi as an isolated structure at a distorted geometry, from OMol25.

Positions of all 48 atoms, in Å:
N (2.18134, 3.62581, 1.74035)
C (0.26499, -2.13231, 0.65387)
C (-0.64401, 4.51380, 2.26202)
F (-4.88689, -1.37282, 1.03172)
F (-4.45514, -0.49802, -0.89802)
C (1.14587, -6.77047, -4.12729)
H (1.13193, -7.72547, -4.65118)
H (0.14452, -3.11649, 0.20312)
O (2.81712, 6.94216, 3.55653)
C (-2.96887, 4.09139, 2.69454)
F (-4.09873, -2.60715, -0.55548)
H (3.29930, -6.69676, -3.89211)
H (-2.48144, 5.33985, -0.44590)
H (-0.21108, -2.16189, 1.63434)
H (-3.73250, 3.75995, 3.38473)
F (1.70110, -2.56807, -2.47297)
Si (1.12729, 4.54846, 2.77708)
O (2.49938, -4.78280, -3.70868)
C (-1.64453, 4.07202, 3.12376)
C (2.48881, -6.09692, -4.30419)
C (-3.25848, 4.53193, 1.41651)
O (-2.36093, -0.56506, 1.53018)
C (1.92452, 2.42534, 1.71698)
H (0.93185, -6.95198, -3.07465)
F (2.58181, -3.20204, -0.60215)
O (0.70020, 7.51918, 2.47613)
H (0.34823, -6.14036, -4.52193)
F (2.51823, 6.66408, 1.13464)
H (-4.28640, 4.52991, 1.07242)
C (2.67362, -4.74110, -2.39683)
O (2.82211, -5.67099, -1.66182)
S (1.83252, 6.65588, 2.56588)
C (-0.94951, 4.96553, 0.97247)
C (-2.27042, 4.97928, 0.55174)
H (-0.27655, -0.07782, 0.23990)
H (0.12627, -1.02533, -1.18195)
C (-2.61054, -1.05731, 0.46971)
F (3.84975, -2.68978, -2.27631)
H (-0.14618, 5.31840, 0.33525)
Cl (1.32024, 4.09445, 4.76007)
C (-4.03958, -1.39541, 0.00790)
H (1.32093, -1.93203, 0.79330)
C (2.69836, -3.27634, -1.92586)
O (-1.75031, -1.36101, -0.48910)
H (-1.39736, 3.73185, 4.12039)
C (-0.36396, -1.06435, -0.21312)
O (1.68465, 1.30831, 1.53345)
H (2.69850, -5.93750, -5.35947)

**HOMO energy**: -10.12 eV
**Charge**: 0
**Frontier orbital gap**: 10.229 eV

Here are the Mulliken charges for atoms 1 to 8, given in e:
1. N -0.31
2. C -1.28
3. C 0.56
4. F -0.24
5. F -0.26
6. C -1.11
7. H 0.37
8. H 0.33


> Among the records above, which one has the highest charge?

C13H23F5IrNOPTe


> Look up the charge of the fifth one.

0


> The highest charge belongs to which entry?

C13H23F5IrNOPTe